Entry 1:
Density functional theory data (wB97M-V/def2-TZVPD) for a cluster of 6 separate species, C45H95F4N6O11PSSi in total at a distorted geometry.

```
164
C45H95F4N6O11PSSi (wB97M-V/def2-TZVPD)
C 4.09040 7.65994 3.49046
C 2.71629 7.32382 2.92827
O 1.72948 7.79425 3.45549
O 2.53550 6.48148 1.86568
C 3.57291 5.52742 1.64136
C 3.65467 4.42339 2.70989
C 2.64516 3.27814 2.49471
C 1.70023 3.04672 3.69743
O 0.85256 1.93039 3.50615
C -0.05997 2.15137 2.45645
C -1.15648 3.18686 2.77542
C -0.91348 4.54086 2.07712
O -0.91915 5.60744 3.03042
Si -1.64164 7.00489 2.47220
C -1.05174 7.53301 0.75714
C -1.32522 8.47842 3.61951
C -3.53667 6.81517 2.38570
C -0.68607 0.77570 2.13900
C -1.66665 0.24535 3.19048
C -0.99471 -0.28849 4.48744
C -1.27057 0.47782 5.77457
O -0.53309 0.28996 6.72969
N -2.37542 1.34524 5.91616
C -2.15417 2.39201 6.90174
C -1.17173 3.33842 6.74961
C -1.02032 4.33480 7.67339
C -1.85893 4.38864 8.76178
C -2.81987 3.42702 8.93612
C -2.96654 2.43131 8.00169
O -1.28854 0.79266 0.85532
C -0.68732 -0.09157 -0.05004
P 1.03085 0.44555 -0.54685
S 1.10149 2.18353 -1.43157
C 2.54958 2.75902 4.96699
F 3.76289 2.22799 4.67699
F 1.90710 1.78203 5.65523
C 2.72129 3.94796 5.96480
F 2.28232 3.58943 7.18395
F 2.13620 5.09358 5.55856
H 3.99713 8.59926 4.03283
H 4.88533 7.75034 2.74740
H 4.37907 6.90902 4.23248
H 4.56675 5.97412 1.52641
H 3.36510 5.03799 0.68493
H 4.66043 3.99546 2.61806
H 3.62081 4.88525 3.69990
H 2.05163 3.55458 1.61651
H 3.12813 2.33692 2.21608
H 1.08781 3.95659 3.77606
H 0.39950 2.46266 1.50689
H -2.09312 2.80651 2.35388
H -1.28647 3.33799 3.84954
H 0.01891 4.53907 1.49459
H -1.70863 4.74392 1.34119
H -1.58906 7.01043 -0.04057
H -1.18192 8.60894 0.60376
H 0.02669 7.33670 0.69251
H -2.26690 8.97246 3.88427
H -0.72463 9.24712 3.12523
H -0.85046 8.15144 4.54995
H -3.99868 7.49980 3.10575
H -3.87370 5.80963 2.66108
H -3.91890 7.11032 1.40348
H 0.16084 0.07234 2.13970
H -2.48507 0.94347 3.38106
H -2.15957 -0.61749 2.72182
H -1.26778 -1.33436 4.65766
H 0.08676 -0.30340 4.33958
H -2.59469 1.83936 5.05625
H -0.51182 3.32671 5.88672
H -0.27151 5.10987 7.55982
H -1.74602 5.20124 9.47151
H -3.48875 3.45693 9.78977
H -3.71978 1.65764 8.10619
H -0.62518 -1.10361 0.37998
H -1.28802 -0.17383 -0.96030
H 1.78340 0.50288 0.65383
H 1.58685 -0.60383 -1.29981
H 3.79781 4.13105 6.08997
C 0.47270 -3.75671 -0.10423
C -0.28135 -3.39628 -1.38294
C -0.84645 -4.61663 -2.12720
O 0.11834 -5.35690 -2.84799
C 0.87054 -6.26540 -2.06475
N 0.59776 -2.59338 -2.24250
H 1.46542 -4.15672 -0.30802
H 0.61088 -2.87094 0.51951
H -0.07879 -4.49235 0.48448
H -1.13444 -2.77390 -1.09244
H -1.55551 -4.25370 -2.87622
H -1.41172 -5.27195 -1.45081
H 0.27536 -6.70410 -1.25857
H 1.75606 -5.77221 -1.65657
H 1.21532 -7.06781 -2.71691
H 0.06306 -2.27324 -3.04638
H 1.28398 -3.23035 -2.64852
C 2.61109 -2.57975 -6.24868
C 3.60575 -3.08116 -5.20556
C 4.92649 -3.58682 -5.80625
O 4.84958 -4.86607 -6.40805
C 4.33761 -4.87719 -7.72863
N 2.95299 -4.10661 -4.38359
H 2.11680 -3.39596 -6.77567
H 1.82812 -1.99000 -5.76982
H 3.10186 -1.94211 -6.98667
H 3.85038 -2.23298 -4.55869
H 5.64641 -3.69483 -4.99006
H 5.35281 -2.85691 -6.50636
H 4.63230 -3.98432 -8.28691
H 3.24964 -4.97412 -7.72323
H 4.74465 -5.75315 -8.23409
H 3.58180 -4.36804 -3.62764
H 2.88976 -4.95185 -4.94584
C -3.94312 -0.95492 -5.75884
C -2.86016 -0.16640 -5.03040
C -2.09114 0.80542 -5.93812
O -1.13436 0.19013 -6.78240
C -1.65841 -0.37787 -7.96876
N -1.96047 -1.10535 -4.35358
H -3.53836 -1.76632 -6.36418
H -4.62602 -1.40784 -5.03901
H -4.53116 -0.30468 -6.40946
H -3.35983 0.43431 -4.26362
H -1.51857 1.48133 -5.29705
H -2.77572 1.43265 -6.52321
H -2.49797 0.20238 -8.36164
H -1.96358 -1.41374 -7.80281
H -0.86158 -0.38370 -8.71298
H -1.30406 -0.56970 -3.78854
H -1.37342 -1.52968 -5.06913
C -5.64420 1.63479 0.32831
C -6.40439 1.99659 -0.94498
C -6.97147 0.77855 -1.69414
O -6.01326 0.03787 -2.42807
C -5.25892 -0.88082 -1.65789
N -5.53277 2.80780 -1.80057
H -4.64922 1.24008 0.12028
H -5.51061 2.52104 0.94975
H -6.19092 0.89446 0.91686
H -7.25725 2.61458 -0.64842
H -7.68452 1.14502 -2.43785
H -7.53271 0.11873 -1.01978
H -5.84827 -1.32240 -0.84942
H -4.36777 -0.39308 -1.25420
H -4.92399 -1.68004 -2.32039
H -6.06793 3.13657 -2.59991
H -4.84243 2.18379 -2.21145
C 4.79731 -11.63814 -1.56869
C 3.32170 -11.25188 -1.59728
C 3.05620 -9.87890 -2.23515
O 3.37147 -8.77160 -1.40950
C 4.74172 -8.41253 -1.39507
N 2.78381 -11.33522 -0.23588
H 5.34783 -11.11457 -0.78736
H 4.90204 -12.70503 -1.37064
H 5.27833 -11.42844 -2.52657
H 2.80441 -11.99526 -2.21119
H 1.98176 -9.80048 -2.42513
H 3.55472 -9.78605 -3.20888
H 5.21638 -8.57634 -2.36640
H 5.27863 -8.95967 -0.61724
H 4.80324 -7.35112 -1.15198
H 1.77986 -11.17918 -0.26725
H 3.13696 -10.53370 0.28115
```

Properties
gap between HOMO and LUMO = 9.03 eV
SMILES string = CC(=O)OCCC[C@@H](O[C@H](CCO[Si](C)(C)C)[C@@H](CCC(=O)Nc1ccccc1)OC[PH2]=S)C(F)(F)C(F)F.COC[C@@H](C)N.COC[C@@H](C)N.COC[C@@H](C)N.COC[C@@H](C)N.COC[C@@H](C)N
relative energy (zero: lowest compared OMol25 entry of this formula, charge and spin) = 79.11 kJ/mol

Löwdin population analysis, charges in e, atoms 1 to 5:
1 C 0.018
2 C -0.485
3 O 0.100
4 O 0.005
5 C -0.175


Entry 2:
Density functional theory data (wB97M-V/def2-TZVPD) for a structure of composition C22H36O2OsP2 at a distorted geometry.

```
63
C22H36O2OsP2 (wB97M-V/def2-TZVPD)
P 0.76131 1.94166 0.66305
P 2.87848 0.24158 -1.15811
C 2.53794 2.39028 0.66474
C 3.18388 1.96496 -0.65971
H 2.97866 1.91420 1.55845
H 2.57707 3.47862 0.80593
H 2.83559 2.59495 -1.49305
H 4.27763 2.08397 -0.57686
C 3.99485 -0.69276 -0.06351
H 3.84824 -1.77667 -0.14800
H 3.85922 -0.39645 0.98458
H 5.03857 -0.47663 -0.33467
C 3.60525 0.09850 -2.82418
H 4.69811 0.23093 -2.77529
H 3.17971 0.86231 -3.49329
H 3.38438 -0.88739 -3.26061
C 0.34857 2.98632 2.39052
H -0.60677 3.56853 2.65645
H 1.15434 3.72393 2.46992
H 0.45106 2.19153 3.14093
C 0.21113 3.23576 -0.71315
H 0.47830 2.64950 -1.59301
H 0.80528 4.14364 -0.63068
H -0.87970 3.49922 -0.88835
Os -1.09649 3.04268 0.86872
C -0.47589 -3.46653 -0.25879
C 0.35313 -3.56036 0.79438
C 1.39979 -2.59613 1.29514
C 1.05732 -1.08731 1.26429
C 0.77745 -0.49236 -0.03762
C 1.32524 -0.72212 -1.37034
C 1.07769 -2.17920 -1.84131
C -0.39307 -2.56261 -1.44688
C -2.83985 4.19458 0.63255
H -1.33100 -4.16571 -0.28439
H 0.30647 -4.46641 1.41089
H 2.36664 -2.72637 0.79076
H 1.53883 -2.85723 2.35525
H 0.15352 -0.90221 1.86846
H 1.83998 -0.50697 1.79693
H -0.25154 -0.13429 -0.13030
H 0.80000 -0.08285 -2.11225
H 1.79619 -2.88114 -1.37774
H 1.18623 -2.21610 -2.93995
H -0.99977 -1.64021 -1.30866
H -0.84408 -3.06557 -2.32539
H -3.36172 3.81267 -0.26419
H -2.70642 5.28318 0.55437
H -3.43760 3.94991 1.52697
O -2.24556 1.36443 1.16409
C -2.54120 0.69945 0.06792
O -2.11109 0.97483 -1.06962
C -3.39891 -0.51476 0.31342
C -3.92143 -1.18727 -0.79327
C -4.65857 -2.35766 -0.62436
C -4.89775 -2.85626 0.65952
C -4.37811 -2.18182 1.76942
C -3.62996 -1.01237 1.60624
H -3.73815 -0.78884 -1.79130
H -5.05758 -2.87418 -1.49590
H -5.48163 -3.76966 0.78522
H -4.57049 -2.56691 2.77065
H -3.21173 -0.47081 2.45497
```

Properties
gap between HOMO and LUMO (alpha / beta) = 5.85 / 5.78 eV
net charge = +2
2S+1 = 5
relative energy (zero: lowest compared OMol25 entry of this formula, charge and spin) = 0.00 kJ/mol

Löwdin population analysis, charges in e, atoms 1 to 5:
1 P 0.855
2 P 0.960
3 C -0.372
4 C -0.294
5 H 0.104


Entry 3:
Density functional theory data (wB97M-V/def2-TZVPD) for a structure of composition C25H59ClN7O18P at a distorted geometry.

```
111
C25H59ClN7O18P (wB97M-V/def2-TZVPD)
C 2.55263 1.42466 1.04680
C 1.56305 0.66111 -0.01523
C 1.90430 -0.92444 -0.26481
C 1.96645 -1.84026 1.09820
C 0.48105 -2.19581 1.73285
C -0.24203 -0.88851 2.45347
C -1.10971 -1.34516 3.80328
C -2.13826 -0.17450 4.31875
C -3.60144 -0.19686 3.50876
C -3.60846 1.07639 2.44670
C -4.48274 0.81321 1.08709
C -3.61362 0.70662 -0.29712
C -2.43306 1.82917 -0.47203
C -2.93971 3.38775 -0.44099
C -1.69372 4.44311 -0.78618
C -0.24925 3.97664 -0.16648
C 0.86306 5.21969 -0.28336
C 1.76849 5.39734 1.08663
O 1.31393 6.47965 1.97743
P 0.01625 5.97568 3.02363
O -1.42010 6.14953 2.35818
O 0.09922 7.01882 4.45900
O 0.15396 4.32016 3.59181
Cl -1.23885 3.95911 4.48878
H 1.89427 1.99519 1.85199
H 3.23744 0.68447 1.64221
H 3.25003 2.20065 0.46714
H 1.65912 1.24683 -1.04841
H 0.46206 0.82491 0.36197
H 1.03808 -1.36722 -0.95494
H 2.89844 -0.98250 -0.92214
H 2.51848 -2.85063 0.79196
H 2.59554 -1.37724 1.96952
H -0.19867 -2.64096 0.86990
H 0.64386 -3.05900 2.52167
H 0.57302 -0.06361 2.70492
H -1.04953 -0.44209 1.69612
H -0.28726 -1.61098 4.62537
H -1.75361 -2.30375 3.59991
H -1.57722 0.86651 4.19353
H -2.28002 -0.30276 5.49362
H -4.41562 -0.08313 4.36592
H -3.66747 -1.24519 2.98379
H -2.48741 1.36355 2.27623
H -4.15465 1.96285 3.02802
H -5.38695 1.58602 0.98571
H -5.01408 -0.24662 1.22804
H -4.37997 0.79814 -1.20413
H -3.11252 -0.36481 -0.42369
H -1.58733 1.56478 0.29641
H -1.95424 1.65525 -1.55121
H -3.75105 3.60054 -1.29017
H -3.44252 3.71835 0.56538
H -1.53787 4.58597 -1.95403
H -1.90111 5.53540 -0.36458
H -0.28720 3.61075 0.94894
H 0.18261 3.11405 -0.86828
H 1.63664 4.99787 -1.15976
H 0.29894 6.22714 -0.49800
H 2.85560 5.71914 0.71222
H 1.92716 4.38358 1.67496
H -0.69575 6.74829 5.02147
C -0.27114 -3.35178 -4.45412
N -0.07597 -2.98287 -3.02605
O 1.03838 -3.19486 -2.53386
O -1.04691 -2.49074 -2.43946
H 0.66010 -3.77058 -4.84129
H -1.07358 -4.09106 -4.49683
H -0.53955 -2.44235 -4.99571
C 6.32513 -2.33760 3.48837
N 5.15829 -2.11213 2.59326
O 4.39395 -3.06638 2.40844
O 5.04249 -0.98352 2.10152
H 6.30107 -3.36867 3.84728
H 7.22907 -2.15363 2.90416
H 6.24132 -1.63708 4.32184
C -3.51576 -6.83683 -5.24668
N -2.08450 -6.63924 -4.89167
O -1.60977 -7.37877 -4.02179
O -1.47790 -5.74740 -5.49637
H -3.92124 -7.64948 -4.64031
H -4.03925 -5.90162 -5.03788
H -3.56025 -7.08857 -6.30832
C 5.46858 -1.94712 -1.74946
N 6.93565 -2.18944 -1.80034
O 7.47110 -2.18904 -2.91491
O 7.50838 -2.37307 -0.71995
H 5.09887 -1.80258 -2.76677
H 5.00546 -2.82362 -1.29173
H 5.30328 -1.05078 -1.14806
C 2.75857 7.55809 -3.18212
N 2.20143 6.67582 -4.24268
O 2.54029 6.90903 -5.40877
O 1.43975 5.77393 -3.87465
H 3.40857 8.30229 -3.64704
H 1.91783 8.04054 -2.67948
H 3.32489 6.92799 -2.49314
C -2.76414 -1.10365 9.01564
N -3.04206 -1.97226 7.84011
O -2.67410 -3.15083 7.90756
O -3.62189 -1.44648 6.88284
H -2.25290 -1.69452 9.77853
H -2.13072 -0.28177 8.67571
H -3.72288 -0.73805 9.38925
C -1.95717 -6.51348 -9.87812
N -2.70922 -6.48659 -8.59465
O -3.39219 -5.48293 -8.35971
O -2.59285 -7.47386 -7.85928
H -2.15157 -5.58614 -10.42101
H -0.89616 -6.60377 -9.63656
H -2.30952 -7.37541 -10.44853
```

Properties
gap between HOMO and LUMO = 8.79 eV

Löwdin population analysis, charges in e, atoms 1 to 5:
1 C -0.134
2 C -0.253
3 C -0.188
4 C -0.217
5 C -0.189


Entry 4:
Density functional theory data (wB97M-V/def2-TZVPD) for a cluster of 8 separate species, H15O7S in total at a distorted geometry.

```
23
H15O7S (wB97M-V/def2-TZVPD)
S 1.54102 -1.99659 0.15643
H 1.92882 -3.24951 0.29881
H 2.05273 0.18694 -1.32002
H 1.54470 0.67939 -2.65642
O 2.29395 0.76640 -2.04378
H -1.28109 0.73102 -2.17060
H -0.81092 -0.26719 -3.15578
O -0.70246 0.65894 -2.93694
H -1.97451 0.12651 0.57521
H -2.81350 1.24566 0.17088
O -1.90408 0.96200 0.09622
H -0.53758 -0.26789 2.73717
H -0.27194 -1.30897 1.72546
O -0.98677 -1.03575 2.34242
H 1.63541 0.48497 3.30958
H 1.08565 1.48905 2.41840
O 1.05759 1.24673 3.36303
H -1.32778 -2.48742 -0.92695
H -0.62689 -1.23325 -1.31315
O -1.43678 -1.72307 -1.47936
H -0.20169 1.60762 0.60890
H 1.03632 1.44155 -0.28465
O 0.69981 1.94286 0.48513
```

Properties
gap between HOMO and LUMO = 7.05 eV
net charge = -1
relative energy (zero: lowest compared OMol25 entry of this formula, charge and spin) = 39.30 kJ/mol

Löwdin population analysis, charges in e, atoms 1 to 5:
1 S 0.041
2 H -0.428
3 H -0.079
4 H 0.013
5 O -0.094